{"formula": "C21H31B2F4HgN6O7S", "method": "ωB97M-V/def2-TZVPD", "elements": ["Hg", "S", "F", "F", "F", "F", "O", "O", "O", "O", "O", "O", "O", "N", "N", "N", "N", "N", "N", "C", "C", "C", "C", "C", "C", "C", "C", "C", "C", "C", "C", "C", "C", "C", "C", "C", "C", "C", "C", "C", "B", "B", "H", "H", "H", "H", "H", "H", "H", "H", "H", "H", "H", "H", "H", "H", "H", "H", "H", "H", "H", "H", "H", "H", "H", "H", "H", "H", "H", "H", "H", "H", "H"], "positions_angstrom": [[-0.99, 0.09, 0.07], [-1.84, 3.77, 4.08], [1.78, -0.45, -3.90], [1.27, -1.74, 4.07], [-0.74, -2.02, 5.11], [2.98, -0.45, -1.92], [-2.08, -3.73, -2.15], [-1.42, 2.87, -1.21], [-2.33, -1.60, -2.74], [1.14, -1.88, -2.22], [-0.28, 0.38, 3.47], [0.86, 0.60, -2.07], [-0.63, -2.46, 2.86], [0.61, -1.96, -0.97], [0.88, 0.81, -0.70], [0.17, -2.35, 1.69], [1.53, 0.77, 1.97], [-0.80, -1.68, -4.80], [-0.98, 2.23, 2.14], [1.90, 1.80, 1.14], [-0.43, 3.63, -3.24], [-0.34, 1.78, 3.31], [0.20, 2.55, 5.57], [2.46, 3.02, 1.79], [-2.85, -0.59, 0.67], [-0.59, 2.62, 4.49], [-0.16, -3.23, 0.83], [-2.04, 1.64, -3.15], [1.42, 1.77, 5.53], [2.58, 2.51, -1.19], [-1.75, 3.20, 2.41], [-1.01, -2.98, -4.17], [1.00, -4.39, -1.17], [1.84, 1.13, 4.43], [0.98, 1.02, 3.25], [1.76, 1.68, -0.25], [-1.17, -4.32, 0.99], [-1.31, 2.73, -2.41], [0.53, -3.14, -0.49], [-1.86, -2.82, -2.91], [-0.03, -2.01, 3.99], [1.72, -0.55, -2.51], [-0.91, -1.72, -5.81], [1.98, 3.33, -1.58], [-1.96, -1.10, -3.51], [1.41, -5.09, -0.44], [-0.09, -3.48, -3.89], [-3.55, 0.25, 0.71], [2.83, 0.70, 4.36], [-3.21, -1.33, -0.04], [2.91, 1.90, -2.03], [3.45, 2.83, 2.22], [-2.76, -1.03, 1.66], [0.01, 3.17, 6.44], [-2.67, 1.07, -2.47], [0.16, -4.87, -1.68], [-0.69, -5.29, 0.83], [1.35, -0.15, 1.58], [3.46, 2.91, -0.69], [2.54, 3.84, 1.08], [-0.01, 4.42, -2.62], [-1.57, -3.64, -4.84], [-1.63, -4.30, 1.97], [1.77, -4.14, -1.90], [2.06, 1.81, 6.40], [-2.64, 2.07, -3.96], [-1.00, 4.07, -4.06], [-2.35, 3.69, 1.65], [0.13, -1.31, -4.59], [1.82, 3.35, 2.61], [0.37, 3.02, -3.68], [-1.29, 0.99, -3.61], [-1.92, -4.21, 0.21]], "lowdin_charge": [1.250, 1.033, 0.125, 0.259, 0.263, 0.148, 0.076, 0.015, 0.072, 0.021, 0.077, -0.032, 0.090, 0.071, -0.103, 0.129, 0.151, 0.033, 0.085, -0.222, -0.019, -0.423, -0.061, -0.001, -0.291, -0.434, -0.264, -0.022, -0.046, 0.013, -0.403, -0.144, -0.004, 0.011, -0.373, -0.262, 0.016, -0.508, -0.274, -0.532, -0.872, -1.122, 0.089, 0.084, 0.067, 0.088, 0.117, -0.027, 0.128, -0.030, 0.085, 0.100, -0.028, 0.112, 0.073, 0.084, 0.092, 0.121, 0.085, 0.082, 0.079, 0.131, 0.082, 0.085, 0.111, 0.092, 0.085, 0.089, 0.063, 0.087, 0.091, 0.074, 0.084], "largest_force_ev_per_a": 0.2, "e_homo_ev": [-7.280, -8.873], "s_squared": 0.77, "energy_ev": -72790.64257, "homo_lumo_gap_ev": [7.171, 8.358], "multiplicity": 2}